Computed, not measured: C46H36Cl5CrN2OP2S as an isolated structure, with the ωB97M-V functional and the def2-TZVPD basis.

Output
Spin multiplicity = 2
Charge = +2
Highest occupied orbital energy (spin up / spin down) = -13.26 / -13.31 eV
Gap between HOMO and LUMO (spin up / spin down) = 6.838 / 7.453 eV
LUMO (spin up / spin down) = -6.42 / -5.86 eV
Expectation value of S² = 0.77
ΔE to the lowest compared entry with this formula, charge and spin = 0.0 kJ/mol

```
94
Properties=species:S:1:pos:R:3:forces:R:3:lowdin_charge:R:1
Cr -0.67154 0.12525 0.17379 -0.06 0.07 0.19 0.07
Cl 0.52071 2.34596 0.57108 -0.02 -0.10 0.00 0.85
C -1.17041 2.60508 1.00064 0.20 0.21 0.07 -0.64
C -1.93190 1.45850 0.95463 0.03 0.16 0.01 -0.36
C -3.23976 1.58054 1.41734 0.00 -0.06 -0.07 -0.70
Cl -4.25988 0.19267 1.49391 -0.03 -0.05 0.00 0.70
C -3.73620 2.80940 1.85867 -0.04 0.02 0.01 -0.69
Cl -5.35257 2.94429 2.41013 0.04 -0.02 -0.01 0.74
C -2.91217 3.94363 1.86743 0.00 0.07 0.01 -0.69
Cl -3.51090 5.44529 2.42730 0.02 -0.07 -0.03 0.75
C -1.58785 3.84736 1.43949 -0.13 0.00 0.02 -0.71
Cl -0.52734 5.18401 1.48350 0.06 -0.01 -0.02 0.75
C 3.86736 -3.31820 -1.41794 0.05 -0.01 0.01 0.01
C 3.91085 -1.85890 -0.92457 -0.03 -0.01 -0.01 -0.43
C 5.36487 -1.36349 -0.89412 0.02 0.01 0.01 -0.01
C 3.08861 -1.01233 -1.88073 0.02 -0.03 0.11 -0.08
C 3.56745 -0.78682 -3.17275 -0.01 -0.03 0.00 0.01
C 2.84844 -0.08518 -4.11782 -0.03 0.02 -0.01 -0.02
C 1.59103 0.38794 -3.78691 0.03 -0.01 -0.03 -0.08
C 1.05704 0.16645 -2.52139 0.02 0.01 -0.07 -0.28
P -0.59248 0.80589 -2.13644 -0.06 -0.19 0.46 1.06
C -0.54078 2.54936 -2.61106 0.03 0.08 -0.04 -0.35
C -1.71463 3.20879 -2.97267 0.01 0.02 0.03 -0.07
C -1.68515 4.56547 -3.25695 -0.02 0.03 -0.01 -0.05
C -0.49178 5.26904 -3.18689 -0.01 0.00 0.00 -0.05
C 0.67962 4.61480 -2.83206 0.02 -0.01 0.00 -0.05
C 0.65820 3.26030 -2.54142 -0.06 0.06 -0.03 -0.12
C -1.86232 0.05068 -3.18486 0.15 0.07 -0.19 -0.37
C -1.60565 -0.60413 -4.38908 -0.07 -0.04 0.10 -0.08
C -2.65981 -1.08321 -5.15429 -0.03 0.02 0.00 -0.06
C -3.97198 -0.88169 -4.74036 0.04 -0.04 -0.06 -0.06
C -4.23163 -0.21697 -3.55092 -0.03 0.01 0.12 -0.06
C -3.18066 0.23324 -2.76336 -0.01 -0.05 -0.06 -0.13
C 1.83940 -0.50043 -1.56502 -0.02 0.05 -0.21 -0.17
O 1.27888 -0.68112 -0.27606 -0.02 0.09 -0.06 -0.16
C 2.07963 -1.25207 0.74890 0.06 -0.07 0.30 -0.14
C 1.54450 -1.25703 2.04254 0.07 -0.05 -0.07 -0.27
C 2.26436 -1.86621 3.06407 -0.01 -0.01 0.00 -0.06
C 3.49878 -2.43585 2.81253 0.00 0.00 0.05 -0.02
C 4.00807 -2.39481 1.53131 0.01 -0.01 -0.05 0.01
C 3.31761 -1.80757 0.46940 -0.07 0.02 -0.04 -0.09
P -0.05950 -0.51287 2.43718 -0.09 0.29 -0.31 1.07
C 0.27467 0.90094 3.51668 0.05 -0.04 0.05 -0.36
C 1.57257 1.31394 3.80937 0.00 -0.01 -0.01 -0.08
C 1.78542 2.44996 4.57627 0.02 0.02 0.01 -0.05
C 0.70951 3.18093 5.05663 -0.01 -0.02 0.00 -0.05
C -0.58711 2.77169 4.77281 -0.02 0.02 -0.01 -0.05
C -0.80573 1.64240 4.00091 -0.01 0.02 0.01 -0.11
C -0.90959 -1.77694 3.41501 0.08 -0.03 0.06 -0.35
C -0.93986 -3.08322 2.92425 -0.03 -0.04 -0.01 -0.13
C -1.56176 -4.08542 3.64760 0.01 -0.02 -0.03 -0.06
C -2.15926 -3.79538 4.86714 0.00 0.04 0.02 -0.05
C -2.11802 -2.50288 5.36665 -0.01 -0.03 0.00 -0.05
C -1.48880 -1.49446 4.64984 -0.04 0.02 -0.02 -0.06
H 4.27110 -3.39380 -2.42780 0.00 -0.02 0.00 0.10
H 2.84545 -3.70510 -1.42317 0.00 0.01 -0.01 0.09
H 4.46057 -3.95867 -0.76494 0.01 0.00 -0.01 0.10
H 5.82740 -1.43713 -1.87609 0.00 0.02 -0.01 0.09
H 5.97081 -1.97112 -0.22546 -0.01 0.01 0.01 0.09
H 5.41841 -0.32691 -0.56067 0.00 0.00 -0.01 0.11
H 4.53781 -1.17926 -3.44307 0.00 0.00 0.01 0.12
H 3.26078 0.08903 -5.10195 0.00 0.00 0.00 0.13
H 1.01948 0.95923 -4.50788 -0.02 -0.01 0.00 0.13
H -2.65324 2.67402 -3.04571 0.05 0.04 -0.01 0.10
H -2.59881 5.06956 -3.54169 0.01 0.01 0.00 0.12
H -0.47172 6.32604 -3.41541 -0.01 0.00 0.00 0.12
H 1.61324 5.15933 -2.78373 0.00 0.00 0.00 0.12
H 1.57894 2.76255 -2.26625 0.01 0.00 0.00 0.10
H -0.58990 -0.74513 -4.73417 0.02 0.00 -0.01 0.10
H -2.45965 -1.58656 -6.09117 0.00 -0.01 0.00 0.12
H -4.79104 -1.23312 -5.35422 0.00 0.00 0.00 0.12
H -5.25216 -0.04534 -3.23257 0.01 -0.01 -0.01 0.12
H -3.39072 0.74010 -1.82613 0.01 -0.05 0.01 0.10
H 1.84135 -1.89390 4.06120 0.01 0.01 0.00 0.13
H 4.05797 -2.90901 3.60757 0.00 0.00 0.00 0.12
H 4.97006 -2.84981 1.33837 -0.01 0.00 0.00 0.12
H 2.42598 0.76200 3.43735 -0.02 0.00 0.00 0.10
H 2.79732 2.76194 4.79742 0.00 0.01 0.01 0.12
H 0.87816 4.06507 5.65651 0.00 0.00 0.00 0.12
H -1.43140 3.33488 5.14978 0.01 0.00 0.00 0.12
H -1.82284 1.33933 3.78118 -0.01 0.02 -0.03 0.11
H -0.46156 -3.32616 1.98330 0.01 0.00 0.01 0.09
H -1.57316 -5.09687 3.26362 0.00 0.00 0.01 0.11
H -2.64417 -4.58029 5.43152 -0.01 0.00 0.01 0.12
H -2.56803 -2.27350 6.32301 0.01 -0.01 0.00 0.12
H -1.44630 -0.49997 5.07129 0.01 -0.03 -0.02 0.10
N -2.70265 -3.05148 -2.07629 -0.03 -0.04 -0.05 0.17
C -1.65632 -2.54979 -1.45426 -0.13 -0.04 0.06 -0.75
N -0.43534 -2.79131 -1.89990 0.03 0.01 -0.14 0.19
S -1.92601 -1.67885 0.03821 0.03 -0.28 -0.07 0.77
H -2.62251 -3.63184 -2.89817 -0.01 0.03 0.00 0.14
H -3.62714 -2.82651 -1.74549 -0.01 0.01 -0.01 0.12
H -0.27021 -3.25862 -2.77946 0.00 -0.01 0.03 0.14
H 0.35949 -2.43963 -1.39399 -0.04 -0.02 0.04 0.09
```
Forces are in eV/Å.